{"formula": "C44H65BClF2GeN4O4P3Y", "method": "wB97M-V/def2-TZVPD", "species": ["Y", "Ge", "Cl", "P", "P", "P", "F", "F", "O", "O", "O", "O", "N", "N", "N", "N", "C", "C", "C", "C", "C", "C", "C", "C", "C", "C", "C", "C", "C", "C", "C", "C", "C", "C", "C", "C", "C", "C", "C", "C", "C", "C", "C", "C", "C", "C", "C", "C", "C", "C", "C", "C", "C", "C", "C", "C", "C", "C", "C", "C", "B", "H", "H", "H", "H", "H", "H", "H", "H", "H", "H", "H", "H", "H", "H", "H", "H", "H", "H", "H", "H", "H", "H", "H", "H", "H", "H", "H", "H", "H", "H", "H", "H", "H", "H", "H", "H", "H", "H", "H", "H", "H", "H", "H", "H", "H", "H", "H", "H", "H", "H", "H", "H", "H", "H", "H", "H", "H", "H", "H", "H", "H", "H", "H", "H", "H"], "xyz": [[0.704, 1.741, -0.397], [-0.210, -0.905, -0.857], [0.294, 1.167, -3.563], [-0.151, -0.187, 2.555], [-2.358, 2.298, 0.175], [3.316, 0.114, -1.045], [1.867, 4.249, -0.829], [3.016, 3.027, 0.708], [0.014, 2.389, -2.806], [-0.816, 0.278, -3.412], [0.541, 1.466, -4.917], [1.450, 0.595, -2.934], [-2.198, -0.389, -0.774], [-1.012, -2.636, -1.794], [1.429, -1.920, -1.808], [-0.077, -2.097, 0.652], [5.612, -1.490, -0.256], [-5.225, -2.412, -1.494], [-0.018, -6.074, -0.636], [-3.269, -3.640, -2.106], [0.061, 5.423, 1.237], [-1.009, -2.942, -4.292], [0.990, -2.289, -3.044], [-1.399, -1.124, 3.601], [-0.440, -5.037, -1.458], [2.818, -1.631, -1.555], [-0.377, -2.653, -3.104], [1.708, -2.325, -4.249], [0.712, -1.621, 1.763], [2.144, -0.634, 4.339], [-4.159, 3.266, 2.149], [-2.872, 3.827, -0.786], [-2.466, -2.579, -1.720], [-1.748, 4.416, -1.638], [4.280, -0.347, 1.533], [-0.922, 5.155, 2.117], [-4.431, -1.358, -1.083], [0.552, 1.261, 4.829], [0.873, 3.959, 2.861], [-0.500, -3.747, -0.976], [-0.867, -2.020, 4.717], [0.362, -5.786, 0.664], [-0.418, 4.237, 3.126], [1.279, 4.647, 1.603], [4.764, -0.263, 0.082], [1.187, 0.395, 3.739], [1.078, -2.659, -5.437], [-3.772, 0.792, 2.034], [3.944, 2.389, -2.500], [-2.319, -1.943, 2.677], [4.171, 0.873, -2.548], [5.659, 0.586, -2.734], [0.367, -4.481, 1.131], [-3.031, -1.406, -1.192], [-4.133, 3.680, -1.638], [-3.893, 2.080, 1.223], [-0.054, -3.424, 0.314], [-0.277, -2.950, -5.474], [-4.648, -3.564, -2.008], [-2.633, 0.964, -1.108], [1.755, 3.609, 0.430], [6.000, 1.133, -3.614], [-3.075, 4.541, 0.016], [0.022, 6.084, 0.384], [-1.922, 5.566, 2.110], [-3.281, 3.490, 2.758], [-2.070, -3.150, -4.313], [-0.698, -5.240, -2.490], [0.712, -4.294, 2.140], [6.612, -1.371, 0.165], [-4.905, -0.490, -0.643], [1.319, 1.816, 5.373], [-4.690, 0.611, 2.598], [-1.999, -0.335, 4.068], [2.159, 5.289, 1.734], [2.947, -0.107, 4.861], [-1.707, -2.573, 5.143], [5.177, -2.391, 0.178], [2.885, 2.634, -2.564], [3.642, 0.466, -3.407], [1.780, 1.060, 3.096], [-3.589, -0.066, 1.388], [0.682, -6.584, 1.323], [-0.763, -3.173, -6.415], [-0.404, -1.454, 5.524], [-4.725, 1.976, 0.523], [2.756, -2.056, -4.270], [6.261, 0.920, -1.888], [-4.994, 3.337, -1.064], [-2.821, -4.549, -2.482], [-5.263, -4.396, -2.321], [1.652, -2.668, -6.356], [4.336, 2.821, -1.577], [-3.301, -2.069, 3.138], [-0.787, 4.388, -1.120], [5.130, -0.365, 2.219], [3.650, 0.508, 1.789], [5.859, -0.470, -2.911], [-2.943, 0.871, 2.740], [-4.440, 4.167, 1.604], [-1.898, -2.936, 2.506], [0.875, -2.404, 2.502], [-3.968, 2.993, -2.468], [3.116, -2.246, -0.697], [1.543, 3.335, 3.435], [4.443, 2.877, -3.340], [-0.150, -2.753, 4.344], [-4.984, 3.019, 2.821], [1.700, -1.270, 1.424], [-0.997, 3.881, 3.968], [5.719, -1.659, -1.325], [-3.691, 0.957, -1.371], [-0.149, 1.978, 4.399], [0.012, 0.648, 5.553], [3.711, -1.266, 1.691], [1.649, -1.280, 5.061], [-4.388, 4.653, -2.062], [5.377, 0.640, 0.005], [0.022, -7.087, -1.011], [-1.970, 5.460, -1.871], [3.458, -1.908, -2.395], [2.608, -1.260, 3.579], [-1.641, 3.881, -2.578], [-2.102, 1.335, -1.993], [-2.447, -1.479, 1.701], [-6.301, -2.337, -1.401]], "gap_ev": [6.55, 5.62], "e_tot_ha": -6059.50337, "spin_multiplicity": 2}

{"formula": "C44H65BrClFIN4O7RbSi2Te", "method": "wB97M-V/def2-TZVPD", "species": ["I", "Te", "Rb", "Br", "Cl", "Si", "Si", "F", "O", "O", "O", "O", "O", "O", "O", "N", "N", "N", "N", "C", "C", "C", "C", "C", "C", "C", "C", "C", "C", "C", "C", "C", "C", "C", "C", "C", "C", "C", "C", "C", "C", "C", "C", "C", "C", "C", "C", "C", "C", "C", "C", "C", "C", "C", "C", "C", "C", "C", "C", "C", "C", "C", "C", "H", "H", "H", "H", "H", "H", "H", "H", "H", "H", "H", "H", "H", "H", "H", "H", "H", "H", "H", "H", "H", "H", "H", "H", "H", "H", "H", "H", "H", "H", "H", "H", "H", "H", "H", "H", "H", "H", "H", "H", "H", "H", "H", "H", "H", "H", "H", "H", "H", "H", "H", "H", "H", "H", "H", "H", "H", "H", "H", "H", "H", "H", "H", "H", "H"], "xyz": [[0.131, -1.191, -4.490], [-3.747, 1.311, -1.478], [-0.168, 0.375, -1.152], [1.375, -3.305, -7.058], [0.985, -6.117, -3.374], [-6.326, -0.597, -0.533], [-4.199, 4.600, -1.425], [-0.516, 5.941, 3.889], [-2.825, -0.863, -3.594], [0.490, 2.130, 0.761], [2.943, 0.443, -0.363], [-2.197, 1.727, 1.464], [1.953, 1.404, -2.142], [2.214, -4.752, 5.134], [1.858, -1.976, -1.089], [0.050, -2.637, 3.063], [-1.300, -2.795, 3.072], [3.312, 4.988, 0.049], [-0.695, -1.211, 1.584], [-7.428, 0.873, -0.846], [0.908, -5.830, 3.446], [3.085, -0.856, -4.135], [0.883, -7.121, -0.864], [-2.389, 4.741, -1.865], [1.388, 4.257, 1.318], [0.404, 5.690, 2.941], [-5.228, 4.530, -2.980], [-0.322, -5.850, 2.510], [3.934, -2.568, -6.155], [2.494, 1.423, -1.009], [3.723, -3.013, 3.328], [0.568, -7.052, 0.485], [3.006, -4.300, 2.879], [2.305, 6.478, 1.700], [1.390, 2.977, 0.602], [5.450, 5.561, -1.111], [0.865, -3.315, 4.076], [0.563, -6.054, -1.687], [2.577, -2.368, -5.936], [4.212, 6.079, -0.399], [-7.059, -1.614, 0.849], [-4.443, 3.036, -0.428], [-0.397, -4.892, 0.170], [2.479, 2.766, -0.300], [0.410, 4.492, 2.297], [1.739, -4.560, 3.780], [-0.086, -4.940, -1.183], [2.714, -4.198, 1.381], [-6.219, -1.627, -2.086], [0.382, -1.685, 2.178], [1.338, 6.682, 2.656], [-1.697, -1.927, 2.170], [4.865, -1.915, -5.362], [-4.721, 6.082, -0.424], [-4.586, -0.081, -0.078], [3.330, 7.549, 1.403], [2.147, -1.513, -4.925], [2.341, 5.242, 1.017], [4.582, 6.933, 0.802], [4.440, -1.060, -4.355], [3.345, 3.772, -0.552], [4.017, -5.443, 3.054], [-0.055, -5.931, 1.028], [-1.766, 4.683, -0.964], [-5.552, -2.487, -1.943], [5.285, 7.705, 0.487], [-6.297, 4.525, -2.738], [1.909, -3.514, 1.130], [-4.502, 0.410, 0.897], [-7.202, -2.009, -2.382], [4.446, -5.469, 4.061], [-0.887, -4.008, 0.569], [-5.503, 2.873, -0.206], [5.921, -2.080, -5.536], [-3.925, -0.956, -0.076], [2.323, -1.150, -0.820], [-5.032, 5.395, -3.624], [4.847, -5.279, 2.362], [4.723, -2.985, 2.885], [3.644, 6.703, -1.096], [2.749, -0.179, -3.358], [5.086, 6.300, 1.541], [1.601, -6.604, 3.109], [6.116, 6.405, -1.288], [2.552, -2.519, -1.477], [5.229, 5.113, -2.080], [-6.983, 1.543, -1.589], [0.542, -6.148, 4.422], [-5.828, -1.015, -2.907], [1.392, -1.348, 1.988], [-5.773, 6.006, -0.131], [-3.104, -0.508, -4.445], [-6.430, -2.480, 1.088], [3.209, -2.110, 2.994], [2.475, -5.171, 0.950], [-8.398, 0.535, -1.228], [-2.008, 0.811, 1.709], [-3.120, -1.782, -3.595], [-8.051, -1.986, 0.568], [-2.082, 3.929, -2.535], [1.298, 7.621, 3.200], [-1.312, 2.078, 1.261], [-0.887, -6.741, 2.795], [-7.168, -1.015, 1.760], [5.160, -0.544, -3.732], [-3.883, 3.067, 0.512], [-4.121, 6.179, 0.488], [-0.973, -5.004, 2.718], [3.598, -6.423, 2.819], [4.252, -3.235, -6.945], [-2.174, 5.689, -2.370], [4.130, 3.632, -1.280], [-0.317, -4.107, -1.836], [-7.611, 1.444, 0.072], [-4.599, 7.001, -1.010], [0.826, -7.888, 1.129], [5.981, 4.830, -0.495], [1.376, -7.992, -1.277], [-2.745, -1.800, 1.928], [1.528, -2.578, 4.519], [2.688, -5.589, 5.169], [-0.316, 3.721, 2.524], [0.161, -3.612, 4.844], [2.912, 8.275, 0.698], [3.612, -3.826, 0.878], [3.563, 8.094, 2.318], [-5.011, 3.622, -3.550], [3.832, -2.975, 4.413]], "gap_ev": 7.47, "e_tot_ha": -6764.38539, "spin_multiplicity": 1}

{"formula": "C44H67F15N2O13", "method": "wB97M-V/def2-TZVPD", "species": ["F", "F", "F", "F", "F", "F", "F", "F", "F", "F", "F", "F", "F", "F", "F", "O", "O", "O", "O", "O", "O", "O", "O", "O", "O", "O", "O", "O", "N", "N", "C", "C", "C", "C", "C", "C", "C", "C", "C", "C", "C", "C", "C", "C", "C", "C", "C", "C", "C", "C", "C", "C", "C", "C", "C", "C", "C", "C", "C", "C", "C", "C", "C", "C", "C", "C", "C", "C", "C", "C", "C", "C", "C", "C", "H", "H", "H", "H", "H", "H", "H", "H", "H", "H", "H", "H", "H", "H", "H", "H", "H", "H", "H", "H", "H", "H", "H", "H", "H", "H", "H", "H", "H", "H", "H", "H", "H", "H", "H", "H", "H", "H", "H", "H", "H", "H", "H", "H", "H", "H", "H", "H", "H", "H", "H", "H", "H", "H", "H", "H", "H", "H", "H", "H", "H", "H", "H", "H", "H", "H", "H"], "xyz": [[-6.352, 1.955, -9.884], [-3.214, 4.998, 13.368], [10.797, -13.164, 7.355], [-8.354, 1.483, -9.252], [7.303, -7.282, 3.909], [-12.408, -1.093, -10.558], [9.789, -14.581, 8.628], [-12.993, -1.653, -8.555], [8.530, -7.426, 5.673], [-5.025, 6.069, 12.903], [-14.493, -1.230, -10.037], [-6.677, 0.608, -8.244], [9.741, -14.838, 6.487], [9.441, -7.093, 3.742], [-5.092, 3.937, 13.225], [3.539, -1.070, 4.358], [8.501, -12.256, 6.374], [-4.711, 5.280, 10.337], [7.495, -13.240, 8.129], [-3.250, 3.720, 11.039], [0.966, 4.859, 6.293], [-12.209, 0.894, -8.475], [7.471, -4.589, 4.140], [9.215, -4.859, 5.532], [-6.568, -1.237, -10.243], [-14.148, 1.392, -9.499], [-7.871, 0.108, -11.490], [0.993, 5.699, 8.356], [5.096, 2.139, 3.418], [5.105, 0.673, 0.082], [-1.181, 2.016, -6.984], [4.272, -2.234, 3.996], [4.254, 2.431, 2.693], [-7.938, -0.895, -12.521], [-7.135, 0.962, -9.440], [0.928, 2.104, -5.541], [2.152, 0.739, 3.515], [-4.369, 4.933, 12.701], [0.529, 3.797, 4.137], [3.166, 3.209, -2.586], [3.319, 2.592, 0.391], [-1.993, 4.331, 9.044], [1.872, 3.121, -4.815], [-1.081, 1.483, -8.438], [7.343, -11.431, 6.152], [2.385, 4.030, 2.327], [4.292, 1.475, 0.198], [-0.042, 4.623, 5.302], [-7.152, -0.212, -10.423], [0.561, 5.715, 7.248], [1.936, 1.550, 2.221], [2.009, 4.118, 3.836], [8.202, -3.023, 6.782], [9.711, -13.933, 7.472], [8.424, -13.103, 7.392], [2.995, 2.679, 1.927], [2.986, -0.507, 3.197], [-13.296, 0.618, -9.185], [8.274, -5.274, 4.696], [7.315, -10.253, 7.102], [-2.112, 0.385, -8.736], [-12.936, 2.540, -6.838], [9.254, -3.439, 5.776], [3.198, 4.298, -1.491], [8.384, -6.791, 4.505], [1.778, 3.011, -3.264], [-8.950, -1.966, -12.178], [-3.551, 0.940, -8.599], [-12.078, 2.265, -8.055], [-4.139, 4.691, 11.204], [-2.964, 3.358, 9.678], [3.970, 3.862, -0.222], [-13.301, -0.862, -9.587], [0.088, 2.832, -6.633], [3.753, -0.236, 2.457], [-12.319, 2.935, -8.880], [2.658, 3.503, 4.455], [-0.158, 3.832, -6.278], [0.273, 1.635, -4.805], [8.240, -9.682, 7.027], [-12.775, 3.557, -6.482], [-9.925, -1.518, -11.979], [0.931, 1.968, 2.180], [-1.936, 0.014, -9.747], [3.477, 2.232, -2.207], [5.115, -1.981, 3.348], [1.162, 0.385, 3.827], [-11.027, 2.409, -7.813], [7.198, -3.203, 6.399], [8.309, -3.597, 7.703], [6.477, -9.597, 6.868], [-1.727, 4.006, 8.038], [2.889, 2.846, -5.104], [-0.465, 5.560, 4.924], [-8.655, -2.514, -11.284], [7.421, -11.083, 5.124], [4.984, 3.647, -0.560], [-0.056, 1.114, -8.551], [-9.049, -2.675, -12.999], [2.199, 4.659, -1.225], [-13.995, 2.419, -7.067], [2.338, -1.242, 2.690], [1.491, 4.245, 1.735], [-1.319, 1.168, -6.309], [9.151, -2.896, 4.837], [-1.083, 4.422, 9.636], [-1.204, 2.333, -9.117], [1.996, 0.847, 1.383], [-2.526, 2.363, 9.721], [-3.890, 3.283, 9.108], [-4.243, 0.359, -9.201], [3.068, 4.864, 2.156], [1.682, 4.140, -5.152], [1.461, 1.982, -3.079], [2.173, 5.159, 4.129], [3.624, -2.970, 3.506], [10.249, -3.236, 6.166], [4.019, 4.702, 0.467], [-0.193, 6.479, 6.997], [-6.949, -1.316, -12.699], [-8.237, -0.369, -13.426], [-12.694, 1.842, -6.036], [-0.133, 3.932, 3.281], [-1.981, -0.402, -7.990], [3.715, 5.171, -1.901], [2.543, 1.316, 4.350], [8.297, -1.963, 7.013], [0.751, 2.914, -7.498], [2.398, 2.364, -0.145], [-2.073, 2.641, -6.889], [-2.436, 5.325, 8.980], [-0.837, 4.037, 5.773], [-3.568, 1.988, -8.912], [0.469, 2.751, 4.452], [7.218, -10.582, 8.136], [1.525, 1.321, -6.012], [-3.807, 0.922, -7.539], [6.436, -12.031, 6.227], [4.631, -2.656, 4.935], [3.912, 3.471, -3.338], [1.031, 3.701, -2.871]], "gap_ev": 10.03, "e_tot_ha": -4302.41433, "spin_multiplicity": 1, "smiles": "CCCCCCCCCCC[C@@H](C#N)[C@@](C#N)(CCCCOC=O)CCCOC.CCOC(=O)C(F)(F)F.CCOC(=O)C(F)(F)F.CCOC(=O)C(F)(F)F.CCOC(=O)C(F)(F)F.CCOC(=O)C(F)(F)F"}